Record 1
Density functional theory data (ωB97M-V with the def2-TZVPD basis set) for C2H6N2S in the gas phase.

The geometry in XYZ format:
```
11
Properties=species:S:1:pos:R:3:forces:R:3:lowdin_charge:R:1
H 0.72717 -1.91100 0.39311 0.906 0.403 -0.642 0.051
H 0.21938 -1.06011 -1.03224 3.156 -0.284 0.355 -0.005
H 1.99064 -1.54566 -0.74288 4.551 -1.868 -2.479 -0.011
H -1.03127 1.89477 -0.70059 1.687 -1.704 0.684 0.107
C 0.81355 1.11768 0.09832 2.465 -0.528 4.214 -0.390
N 1.59458 0.09235 0.50396 -3.369 1.577 -4.274 -0.002
S -1.34011 -0.42608 0.11380 -1.793 2.470 1.149 0.695
H 0.95494 2.13998 0.63967 0.363 -1.631 -1.209 0.129
H -1.71391 -0.17277 1.51911 0.787 0.388 -2.218 -0.069
N -0.39462 1.04602 -0.55324 -3.130 -1.413 0.521 -0.315
C 1.16897 -1.20043 -0.35698 -5.623 2.589 3.899 -0.191
```
Positions in Å, forces in eV/Å.

Computed properties:
* multiplicity: 1
* charge: 0
* E_HOMO: -9.31 eV


Record 2
Density functional theory data (ωB97M-V with the def2-TZVPD basis set) for C2H6N2S in the gas phase.

The geometry in XYZ format:
```
11
Properties=species:S:1:pos:R:3:forces:R:3:lowdin_charge:R:1
H 0.50544 -1.36735 0.21955 -0.827 -0.382 0.155 -0.029
H 1.09567 2.01698 -0.74982 -0.034 -0.608 0.500 0.104
C -0.50898 0.94748 0.46508 0.135 0.326 -0.003 -0.525
C 0.84877 1.07348 -0.23215 -0.588 -0.584 0.628 -0.256
N 1.45175 -1.07357 0.30346 0.626 0.422 0.441 -0.002
S -1.49103 -0.42317 -0.23049 -0.566 -0.142 -0.466 0.701
H 2.09552 -1.74525 -0.06774 0.224 -0.160 -0.013 0.081
H -1.03970 1.87786 0.27988 -0.138 -0.011 0.263 0.055
N 1.71610 0.14146 -0.23045 0.533 0.698 -0.958 -0.073
H -0.41936 0.75297 1.55092 0.263 0.263 -0.538 0.080
H -2.59477 -0.36548 0.54643 0.374 0.176 -0.009 -0.136
```
Positions in Å, forces in eV/Å.

Computed properties:
* multiplicity: 1
* charge: 0
* E_HOMO: -8.98 eV


Record 3
Density functional theory data (ωB97M-V with the def2-TZVPD basis set) for 2 unconnected molecules or ions with the total composition C2H6N2S.

The geometry in XYZ format:
```
11
Properties=species:S:1:pos:R:3:forces:R:3:lowdin_charge:R:1
H 2.55369 0.71066 -1.13304 -0.415 -1.155 2.000 0.067
N -3.92233 -0.25623 -0.10999 -0.305 -1.671 1.547 0.101
H -1.63800 -1.68458 0.26869 0.778 2.027 -0.348 0.090
S 1.28310 -1.15078 0.08721 0.530 0.682 0.310 0.801
H 0.01989 0.80292 0.26379 -0.515 0.603 0.184 0.031
C 2.34412 0.33796 -0.03656 -0.736 3.481 -0.644 -0.455
C -0.24602 -0.23899 0.28532 0.735 -0.775 -0.986 -0.600
H 3.30231 0.40174 0.52628 -0.775 -0.794 -0.335 0.030
H 1.69935 1.25794 0.42426 1.623 -2.165 -0.992 0.066
N -1.42635 -0.63101 0.22129 -1.061 -1.833 0.754 -0.005
H -3.96977 0.45036 -0.79723 0.142 1.599 -1.490 -0.127
```
Positions in Å, forces in eV/Å.

Computed properties:
* multiplicity: 1
* charge: 0
* E_HOMO (spin up / spin down): -9.28 / -9.24 eV


Record 4
Density functional theory data (ωB97M-V with the def2-TZVPD basis set) for C2H6N2S2 in the gas phase.

The geometry in XYZ format:
```
12
Properties=species:S:1:pos:R:3:forces:R:3:lowdin_charge:R:1
N 0.52977 0.87474 0.72832 1.518 0.334 -0.473 -0.514
H 0.61194 0.69282 -1.27793 0.248 0.584 -1.178 0.029
H 1.25358 1.55333 0.29481 -1.972 -2.611 -0.425 0.109
C -0.27390 -0.18596 0.23917 -0.965 1.406 0.011 -0.546
H -1.10419 0.86078 -1.63225 -0.387 0.011 0.351 0.075
N -0.83302 -1.08321 1.00913 -0.150 2.009 -2.372 0.100
H -1.65030 -1.47818 0.45245 1.618 0.085 0.706 0.075
H 0.81762 -1.82539 -1.45434 -1.724 0.798 -1.768 -0.036
S -0.19508 -1.22288 -2.34417 1.590 -1.799 1.062 0.667
H 0.59764 0.20197 2.99914 0.176 1.368 -0.916 -0.094
C -0.33215 0.18821 -1.28575 0.640 -1.055 1.409 -0.575
S 0.57809 1.42376 2.27142 -0.593 -1.130 3.593 0.710
```
Positions in Å, forces in eV/Å.

Computed properties:
* multiplicity: 1
* charge: 0
* E_HOMO: -8.53 eV


Record 5
Density functional theory data (ωB97M-V with the def2-TZVPD basis set) for C2H6N2S2 in the gas phase.

The geometry in XYZ format:
```
12
Properties=species:S:1:pos:R:3:forces:R:3:lowdin_charge:R:1
H 1.53788 0.11361 1.69424 -1.060 -3.284 -1.204 0.023
H -1.35607 -0.45817 -1.71099 -2.591 0.238 0.054 0.086
H -0.57244 1.17381 1.75376 -1.581 -0.523 -0.452 0.055
N -0.18974 -0.03701 0.19112 -1.835 -0.740 -1.887 -0.640
H -1.95366 -0.26025 1.69430 1.886 2.709 -2.193 0.140
S 2.12317 -0.65737 -1.81947 1.194 0.111 -0.664 0.655
H 2.54649 0.17027 -0.82352 -0.682 -0.140 0.085 -0.163
H -1.77779 1.36990 0.28019 0.753 -2.023 2.202 0.121
C -1.23800 0.58800 1.03195 -0.278 -0.045 0.150 -0.192
C -0.46578 -0.25762 -1.22883 5.772 -1.252 1.022 -0.297
N 0.50454 -0.56337 -2.06366 -2.224 0.869 1.387 -0.452
S 0.84140 -1.18180 1.00091 0.646 4.078 1.499 0.664
```
Positions in Å, forces in eV/Å.

Computed properties:
* multiplicity: 1
* charge: 0
* E_HOMO: -8.19 eV


Record 6
Density functional theory data (ωB97M-V with the def2-TZVPD basis set) for C2H6N2S2 in the gas phase.

The geometry in XYZ format:
```
12
Properties=species:S:1:pos:R:3:forces:R:3:lowdin_charge:R:1
S 2.66356 0.17318 -0.00004 -0.213 -0.184 0.218 0.720
H 0.92949 0.92065 -1.47865 0.451 0.394 -0.143 0.073
H 0.68096 -1.39160 1.07681 2.902 -0.605 1.226 -0.019
H -1.54685 1.04007 -0.73980 -0.279 0.219 -0.354 0.067
S -2.71861 -0.94407 -0.55124 0.558 0.380 0.485 0.723
C -0.13162 -0.21391 -0.12896 -1.079 -0.983 1.595 -0.576
N -0.17604 -1.14620 0.73329 -2.073 0.490 -1.554 0.115
H -2.64017 -1.04018 0.80803 -0.106 -0.032 -0.453 -0.136
H 0.85208 1.68961 0.14760 -0.229 -0.456 -0.510 0.087
C 0.99814 0.74238 -0.41029 -0.266 0.327 -0.009 -0.519
H 2.42909 0.11430 1.32906 0.169 0.035 -0.250 -0.129
N -1.34004 0.05576 -0.78579 0.165 0.416 -0.252 -0.407
```
Positions in Å, forces in eV/Å.

Computed properties:
* multiplicity: 1
* charge: 0
* E_HOMO: -9.11 eV